C12H26AsBrN4OPd | the ωB97M-V functional and the def2-TZVPD basis

XYZ file:
```
46
C12H26AsBrN4OPd, DFT the ωB97M-V functional and the def2-TZVPD basis
Pd -0.037 -0.408 0.173
N 0.546 -0.585 2.199
C 0.525 -1.815 2.993
C -0.745 -2.635 2.792
N -1.053 -2.920 1.410
C -0.228 -3.874 0.700
C 1.092 -3.310 0.182
N 0.920 -2.070 -0.576
H 1.502 -0.216 2.131
H -0.053 0.130 2.604
H 0.624 -1.585 4.059
H 1.404 -2.399 2.731
H -1.590 -2.079 3.206
H -0.635 -3.550 3.400
H -2.035 -3.095 1.273
H -0.806 -4.231 -0.156
H 0.008 -4.759 1.314
H 1.571 -4.065 -0.449
H 1.788 -3.105 0.992
H 0.546 -2.187 -1.522
H 1.837 -1.642 -0.739
C 1.455 3.224 1.646
As 0.158 2.768 0.307
C -1.075 4.237 0.195
C 1.006 2.578 -1.401
O -0.763 1.438 0.765
H 1.857 4.212 1.419
H 2.247 2.474 1.623
H 0.958 3.245 2.615
H -0.540 5.138 -0.105
H -1.548 4.393 1.162
H -1.832 3.996 -0.549
H 1.690 3.415 -1.542
H 0.240 2.572 -2.176
H 1.568 1.645 -1.404
Br 3.196 0.227 0.474
C 0.073 -0.517 -2.774
C -0.396 -0.066 -4.030
C -1.525 0.706 -4.190
C -2.275 1.044 -3.061
C -1.811 0.620 -1.840
N -0.675 -0.098 -1.721
H 0.175 -0.352 -4.907
H -1.842 1.035 -5.174
H -3.194 1.610 -3.129
H -2.328 0.857 -0.919
```

Results
E_LUMO in eV: 0.48
E_HOMO in eV: -7.05
HOMO-LUMO gap in eV: 7.53
Total energy in hartree: -5704.74940
Energy above the lowest of the compared OMol25 structures with the same formula, charge and spin in kcal per mole: 8.2

Atomic partial charges in e from the Löwdin method, atoms 1 to 5: Pd 0.874; N -0.099; C -0.229; C -0.226; N -0.100